# 1
14
Properties=species:S:1:pos:R:3 method="wB97M-V/def2-TZVPD" charge=+1 de_lowest_ev=5.041
C 0.50 -0.28 -0.39
N -2.79 0.05 -0.09
N -1.82 0.89 -0.04
N -1.98 -1.01 -0.19
N -0.87 -0.17 -0.01
N 1.22 -1.27 0.22
N 1.02 1.32 0.10
H 0.77 -0.02 -1.37
H -2.24 -1.90 0.22
H 2.18 -1.47 -0.11
H 1.03 -1.40 1.29
H 0.84 1.99 -0.81
H 1.91 1.55 0.58
H 0.23 1.71 0.60

***

# 2
10
Properties=species:S:1:pos:R:3 method="wB97M-V/def2-TZVPD" de_lowest_ev=1.157
C -1.22 -0.30 0.56
N -0.15 -0.66 -0.37
H -1.94 0.55 0.27
H -2.01 -1.16 0.71
H -0.75 0.24 1.50
H 0.53 -1.36 0.13
H -0.37 -0.93 -1.23
O 1.94 1.46 -0.20
H 1.46 0.69 -0.27
H 2.51 1.47 -1.10

***

# 3
11
Properties=species:S:1:pos:R:3 method="wB97M-V/def2-TZVPD" de_lowest_ev=2.699
C -0.14 -2.56 -0.10
N -0.65 -1.52 -0.70
H -0.65 -3.55 0.18
H 0.93 -2.77 0.02
H -0.27 -1.44 -1.62
O 1.23 1.45 -1.27
H 0.92 1.00 -0.43
H 1.83 0.84 -1.71
O -0.85 2.02 1.93
H -0.20 2.62 1.39
H -0.24 1.48 2.39